No. 1
Formula: C37H36GdN3O3
Source: OMol25
Level of theory: wB97M-V/def2-TZVPD

Properties
Maximum force (eV Å⁻¹): 2.74
<S²>: 15.83
Calculated total energy (eV): -70403.999
Multiplicity: 8
Highest occupied orbital energy (spin up / spin down) (Eh): -0.2822 / -0.2849

Atoms and positions in Å:
1 Gd 0.2042 -0.1597 -0.5336
2 O -0.3580 0.5539 -2.5633
3 O -1.3773 2.3446 0.7073
4 O 0.3507 -1.1683 3.0738
5 N -1.1969 1.9701 3.0460
6 N -0.9706 0.9422 -4.6885
7 N -0.4029 0.4509 1.6183
8 C -2.2612 -0.8607 6.8273
9 C 2.5785 0.0396 -1.6599
10 C -1.3641 -2.7087 -4.1353
11 C 2.6303 -0.9751 -0.6598
12 C -0.5816 0.9730 3.9046
13 C 1.5613 0.3231 -6.0882
14 C 2.4175 1.2984 -1.0005
15 C -2.1409 -2.0137 -3.0128
16 C 0.6189 1.5497 4.6636
17 C -1.6047 0.2893 4.7973
18 C -1.1657 0.3458 -3.5248
19 C 0.3948 2.4717 5.6975
20 C -1.4023 -2.1305 -1.6936
21 C 0.0790 -2.8182 -0.0586
22 C -2.8503 0.0030 4.2371
23 C 0.0489 1.9905 -4.9303
24 C 2.9945 1.5899 5.1691
25 C -3.7921 -0.7406 4.9580
26 C 2.7594 2.4480 6.2415
27 C -1.3077 -0.1421 6.0963
28 C -3.5278 -2.6541 -2.8855
29 C 2.5471 2.1104 -4.7917
30 C -0.1016 -2.6936 -1.4678
31 C -2.3861 -0.5150 -3.3640
32 C -1.0969 -2.3401 0.5862
33 C -0.1444 -0.0520 2.8562
34 C -1.0369 1.6885 1.6956
35 C 2.8433 -0.1736 -6.3672
36 C 2.3608 1.0563 0.4054
37 C 1.4095 1.4446 -5.2674
38 C -3.4964 -1.1678 6.2577
39 C -2.0103 -1.9207 -0.4197
40 C 1.4626 2.9111 6.4887
41 C 1.9270 1.1611 4.3673
42 C 2.4898 -0.3511 0.6190
43 C 3.9719 0.4736 -5.8530
44 C 3.8220 1.6172 -5.0632
45 H 2.1252 0.4792 3.5360
46 H 2.4058 3.0180 -4.2003
47 H 3.9997 1.2297 4.9393
48 H -3.0272 -0.0541 -2.5861
49 H 0.1012 2.6497 -4.0585
50 H -4.7478 -0.9781 4.4908
51 H -4.0307 -2.6680 -3.8600
52 H 2.9548 -1.0590 -6.9951
53 H 0.9264 -3.2872 0.4370
54 H 2.4288 2.2793 -1.4840
55 H -1.3002 -2.3927 1.6511
56 H -3.0899 0.3648 3.2316
57 H -0.3407 -2.3244 -4.2460
58 H -1.8892 -2.5827 -5.0928
59 H -3.4463 -3.6862 -2.5286
60 H 2.5609 -0.8620 1.5830
61 H -1.4937 2.8937 3.3355
62 H -0.3308 0.0823 6.5285
63 H -0.6215 2.8155 5.9100
64 H -4.2317 -1.7391 6.8229
65 H 3.5840 2.7535 6.8860
66 H -4.1639 -2.0962 -2.1888
67 H -2.0182 -1.1808 7.8401
68 H -1.6851 0.8120 -5.3995
69 H -3.0285 -1.5591 -0.2713
70 H 4.9683 0.0980 -6.0782
71 H -0.3326 2.5761 -5.7741
72 H 2.7328 -0.1076 -2.7337
73 H 4.6976 2.1346 -4.6657
74 H -2.9511 -0.4748 -4.3107
75 H 1.2675 3.6036 7.3076
76 H 2.3211 1.8223 1.1858
77 H 2.8060 -2.0387 -0.8282
78 H 0.5890 -3.0339 -2.2431
79 H -1.3110 -3.7854 -3.9169
80 H 0.6758 -0.1629 -6.5086

---

No. 2
Formula: C19H14ClN5V
Source: OMol25
Level of theory: wB97M-V/def2-TZVPD

Properties
Energy above the lowest of the compared OMol25 structures with the same formula, charge and spin (eV): 0.1998
Maximum force (eV Å⁻¹): 1.17
<S²>: 2.02
Calculated total energy (eV): -65586.528
Total charge: +1
Multiplicity: 3
Highest occupied orbital energy (spin up / spin down) (Eh): -0.4311 / -0.4325

Atoms and positions in Å:
1 V 0.7234 0.3303 -1.1589
2 Cl 1.8695 -1.5953 -2.1676
3 N 0.9765 1.1487 1.9831
4 N 0.0417 -0.3953 0.4220
5 N 0.9244 2.0834 -0.2620
6 N -0.9189 -0.3191 -2.1647
7 N -1.4751 -2.0036 -0.4884
8 C 1.2981 2.1230 1.0401
9 C 2.6924 -0.1353 -1.4215
10 C -0.1129 -0.9822 4.0163
11 C -1.1305 0.1813 -3.4094
12 C -2.3404 -2.1438 -2.6938
13 C 2.2834 4.2850 0.6759
14 C -1.5627 -2.9122 2.5265
15 C -2.5309 -1.6442 -3.9586
16 C 2.0072 3.2371 1.5117
17 C -1.9263 -0.4413 -4.3296
18 C 1.1678 3.1529 -1.0777
19 C -0.9058 -1.8680 1.9124
20 C 1.8383 4.2598 -0.6542
21 C -0.8184 -1.4846 0.4789
22 C -0.1974 -0.9249 2.6419
23 C 0.3597 0.0604 1.6834
24 C -1.4727 -2.9894 3.9145
25 C -0.7611 -2.0412 4.6473
26 C -1.5351 -1.4597 -1.7818
27 H -2.0712 -0.0064 -5.3077
28 H -3.1583 -2.1778 -4.6612
29 H -0.7137 -2.1300 5.7247
30 H 0.4340 -0.2348 4.5756
31 H 2.0090 5.0857 -1.3290
32 H -2.8077 -3.0592 -2.3608
33 H 3.3049 -0.4708 -0.5912
34 H 2.8315 5.1406 1.0495
35 H 0.7921 3.0766 -2.0912
36 H 3.2982 0.3477 -2.1842
37 H 2.3024 3.2327 2.5511
38 H -0.6282 1.1113 -3.6490
39 H -1.9661 -3.7989 4.4363
40 H -2.1211 -3.6387 1.9514

---

No. 3
Formula: C21H29Cl3N4SiW
Source: OMol25
Level of theory: wB97M-V/def2-TZVPD

Properties
Energy above the lowest of the compared OMol25 structures with the same formula, charge and spin (eV): 0.0000
Maximum force (eV Å⁻¹): 0.19
Calculated total energy (eV): -75468.389
Total charge: +2
Multiplicity: 1
Highest occupied orbital energy (spin up / spin down) (Eh): -0.5259 / -0.5259

Atoms and positions in Å:
1 W -0.3931 1.0180 -1.0073
2 Cl -0.2788 3.7624 -3.9180
3 Cl 2.4729 2.0779 -3.5525
4 Cl -2.3220 2.1569 -1.5058
5 Si 0.5951 2.3022 -2.8554
6 N -0.5608 -0.9049 -2.1956
7 N -1.5554 0.0548 0.5620
8 N 1.3218 0.1481 -0.6932
9 N 0.6140 2.3313 0.5139
10 C -3.0235 -1.0662 2.4172
11 C 3.0150 3.0830 0.6759
12 C 2.4249 0.9542 -0.2864
13 C 0.4155 -1.8396 -1.6206
14 C 2.0588 2.1593 0.3051
15 C 4.7169 1.6164 -0.1993
16 C 2.3849 -2.0634 -0.2547
17 C 2.3411 -3.4352 -0.4577
18 C -0.2366 -0.7449 -3.6484
19 C -3.3690 -2.4888 1.9515
20 C -2.1965 -0.4385 1.3776
21 C 0.3813 -3.2037 -1.8349
22 C -1.9529 -1.4482 -2.1086
23 C 0.3201 1.9292 1.9259
24 C -4.2919 -0.2134 2.5823
25 C 1.4299 -1.2611 -0.8655
26 C 4.3536 2.8015 0.4221
27 C 3.7546 0.6841 -0.5656
28 C 0.1976 3.7583 0.3620
29 C -2.2010 -1.0932 3.7158
30 C 1.3552 -4.0037 -1.2517
31 H 0.5847 0.8834 2.0646
32 H -4.0542 0.7994 2.9064
33 H -1.2898 -1.6803 3.6008
34 H 5.7571 1.4171 -0.4167
35 H 4.0424 -0.2149 -1.0913
36 H 0.9122 2.5445 2.6032
37 H -1.9434 -0.0869 4.0463
38 H -2.6553 -0.6687 -2.3955
39 H 0.7908 -0.4009 -3.7500
40 H -0.9321 -0.0332 -4.0925
41 H -2.4725 -3.0906 1.8006
42 H 0.5556 4.1520 -0.5869
43 H -3.9564 -2.4767 1.0332
44 H -0.8872 3.8171 0.3981
45 H 3.0835 -4.0634 0.0151
46 H 5.1102 3.5209 0.7028
47 H 0.6053 4.3558 1.1764
48 H -2.8077 -1.5571 4.4928
49 H 2.7447 4.0176 1.1479
50 H -0.3919 -3.6556 -2.4418
51 H -0.3343 -1.7076 -4.1523
52 H -2.0679 -2.2870 -2.7936
53 H -4.8670 -0.1660 1.6581
54 H 1.3356 -5.0726 -1.4113
55 H -3.9691 -2.9638 2.7269
56 H -0.7383 2.0804 2.1263
57 H -4.9133 -0.6783 3.3470
58 H -2.1516 -1.7811 -1.0956
59 H 3.1380 -1.6355 0.3907

---

No. 4
Formula: C42H74ClINO10
Source: OMol25
Level of theory: wB97M-V/def2-TZVPD

Properties
Maximum force (eV Å⁻¹): 5.64
Calculated total energy (eV): -87330.625
Total charge: +1
Multiplicity: 1
Highest occupied orbital energy (Eh): -0.3836

Atoms and positions in Å:
1 I -2.8526 -3.1564 2.8083
2 Cl 2.5259 -2.5813 0.6677
3 O 1.9482 -0.4465 -9.9652
4 O -2.7345 1.7206 6.2408
5 O -0.5742 5.7011 5.2786
6 O -5.6786 -1.3512 1.8666
7 O 1.9915 3.4156 -6.8717
8 O -5.6184 -2.1499 7.9592
9 O 0.1642 -6.3479 5.0741
10 O 2.0740 4.4606 -0.4458
11 O 3.2219 0.5792 -3.3479
12 O -2.1395 5.4148 -4.6425
13 N 1.6835 -5.0802 1.5890
14 C -1.6782 -6.4230 3.1685
15 C -5.8904 -0.1868 1.5896
16 C 4.0679 2.6093 -6.0532
17 C 1.0380 -7.4552 2.3082
18 C -2.6133 6.2970 6.3425
19 C 5.0548 -6.1408 -2.2222
20 C -1.0349 -7.0352 4.5880
21 C 2.7688 0.2793 -1.0347
22 C 1.3394 1.7861 -2.5524
23 C 5.8202 -5.5429 0.1221
24 C 2.8490 6.7035 -0.3273
25 C -2.0146 6.9486 -6.4539
26 C -4.0450 -1.9093 6.1979
27 C 1.8770 5.6253 -0.7292
28 C -0.7003 2.6314 7.0612
29 C -0.9652 -4.0484 2.3442
30 C -5.3797 0.0722 7.1545
31 C 0.8740 -0.3818 -12.0829
32 C -0.8155 4.6713 -6.4708
33 C -0.8162 8.0260 5.7033
34 C 2.7688 1.4388 -7.9412
35 C -1.2671 6.5887 5.7308
36 C 0.6514 6.0489 -1.4963
37 C -1.1723 -6.0111 5.8641
38 C -0.7841 0.5436 5.5610
39 C 4.6412 -5.2934 -0.9272
40 C -7.1232 0.2243 0.8304
41 C 3.2271 -5.7619 -0.3572
42 C -0.6145 -5.4748 2.5450
43 C -0.3953 -0.8273 -9.8878
44 C -5.0695 -1.4005 7.1812
45 C 1.9157 -7.9463 3.2175
46 C -1.5234 1.6406 6.2844
47 C 3.0559 -5.5122 1.1946
48 C 0.0670 -3.1723 1.7612
49 C -1.6987 5.6540 -5.7488
50 C 1.3669 -3.7370 1.3995
51 C 2.8596 2.5679 -6.9495
52 C 2.5122 0.8551 -2.4041
53 C 0.7254 -5.9399 2.1271
54 C -4.9300 0.9020 1.9927
55 C 0.9104 -0.5425 -10.5851
56 H 6.8182 -5.4399 -0.3959
57 H 1.2749 2.1232 -3.5880
58 H -1.3611 3.3617 7.5282
59 H 4.9759 2.7007 -6.6528
60 H -0.1223 -2.0811 1.5852
61 H 0.4760 -8.1832 1.6649
62 H -1.0930 7.4995 -6.6509
63 H 3.2203 -6.8863 -0.5014
64 H 2.9643 1.0848 -0.3239
65 H -0.1058 0.9769 4.8235
66 H 1.8810 -0.1811 -12.4492
67 H 2.3674 -5.3596 -0.9579
68 H -2.6018 -5.9059 3.5195
69 H 3.6811 6.2557 0.2169
70 H -0.6723 3.7886 -5.8479
71 H -7.7212 0.9087 1.4348
72 H -4.4790 0.6458 7.3742
73 H 1.4727 2.6577 -1.9080
74 H 1.9075 -0.3076 -0.7123
75 H -2.6220 6.6081 7.3890
76 H -4.3832 -1.7168 5.1772
77 H 0.4150 1.2641 -2.2955
78 H 2.0662 -9.0429 3.3605
79 H -2.8081 5.2247 6.2944
80 H 3.6165 1.4768 -8.6273
81 H 3.7529 -4.7268 1.6081
82 H -1.5186 8.6253 5.1210
83 H 0.5088 -1.2999 -12.5470
84 H -3.3950 6.8200 5.7884
85 H 3.2396 7.2023 -1.2162
86 H -1.0956 -0.0076 -10.0598
87 H 3.9964 3.4744 -5.3926
88 H -2.6583 7.5584 -5.8190
89 H 4.5018 -5.8212 -3.1412
90 H -0.7068 -6.4753 6.7756
91 H 4.5963 -4.2266 -1.2768
92 H -0.8164 -1.7651 -10.2550
93 H -1.1647 -8.1618 4.7980
94 H 2.7527 0.4829 -7.4156
95 H -5.4311 1.6163 2.6484
96 H -1.5020 -0.0956 5.0439
97 H -0.2197 -0.9185 -8.8153
98 H -5.7742 0.3516 6.1755
99 H -4.0895 0.4625 2.5320
100 H 0.2296 0.4575 -12.3518
101 H 4.9788 -7.2432 -2.0090
102 H 1.8500 1.5362 -8.5164
103 H -4.5494 1.4098 1.1045
104 H 3.3671 -6.4621 1.7116
105 H 5.7447 -6.6278 0.4125
106 H -6.8393 0.7022 -0.1091
107 H -2.5379 6.7443 -7.3899
108 H -0.1383 2.1167 7.8435
109 H -1.0642 -4.9399 5.5733
110 H -3.0843 -1.4220 6.3761
111 H -3.9216 -2.9857 6.3292
112 H 0.1584 5.1207 -6.6676
113 H -7.7216 -0.6592 0.6068
114 H -1.2859 4.3662 -7.4077
115 H -1.8902 -7.3187 2.5245
116 H 0.1673 8.0874 5.2365
117 H 4.1075 1.7049 -5.4432
118 H 0.0421 5.1725 -1.7191
119 H 5.7792 -4.8364 0.9904
120 H -0.7454 8.4133 6.7215
121 H 2.3539 7.4270 0.3231
122 H 3.6435 -0.3730 -1.0750
123 H 6.1446 -5.8930 -2.3949
124 H 2.5687 -7.2660 3.8205
125 H -0.0187 3.1560 6.3889
126 H 0.9449 6.5189 -2.4367
127 H 0.0595 6.7436 -0.8975
128 H -0.2262 -0.0634 6.2769
129 H -6.1317 0.2959 7.9119

---

> Among the records above, which one has the lowest maximum force?

C21H29Cl3N4SiW